[1]
Molecular formula: C37H35BHfN2O7
Method: DFT, ωB97M-V/def2-TZVPD

Results
HOMO-LUMO gap = 6.93 eV
Electronic energy = -2140.2403 Eh

The geometry in ORCA input format:
```
! wB97M-V def2-TZVPD RIJCOSX def2/J DEFGRID3
* xyz 0 1
Hf -2.0225 -0.5816 0.3256
O -4.7689 0.6199 3.1365
C -4.2747 0.4830 2.0500
O -3.7503 -0.5872 1.5049
C -4.1731 1.6678 1.0990
C -5.2007 2.6194 1.0837
C -5.1257 3.5978 0.1349
C -4.0287 3.6355 -0.7552
C -3.9218 4.6067 -1.7795
C -2.8638 4.5847 -2.6398
C -1.8510 3.6113 -2.4968
C -1.9109 2.6806 -1.5016
C -3.0182 2.6542 -0.6305
N -3.1341 1.6479 0.2952
H -6.0050 2.5372 1.7985
H -5.9041 4.3456 0.0379
H -4.6997 5.3547 -1.8705
H -2.7902 5.3167 -3.4333
H -1.0161 3.6025 -3.1821
H -1.1156 1.9596 -1.3722
C 0.2295 4.9062 -6.2453
C 0.7186 4.0597 -5.0987
C 1.2044 4.6803 -3.9495
C 1.6325 3.9278 -2.8677
C 1.6224 2.5450 -2.9348
C 1.1681 1.9122 -4.0904
N 1.2561 0.5277 -4.2313
C 1.4551 -0.3863 -3.1931
C 2.5224 -1.2065 -3.2347
C 2.7110 -2.3254 -2.3312
C 1.8448 -2.5737 -1.3473
C 0.6845 -1.7005 -1.1206
C 0.4167 -0.5312 -2.1225
C -1.0392 -0.3785 -2.5407
O -1.3861 0.0778 -3.5912
O -1.9580 -0.8056 -1.6342
C 0.6752 2.6650 -5.1685
C 0.1314 1.9311 -6.3636
H 0.3749 5.9634 -6.0282
H -0.8339 4.7461 -6.4367
H 0.7608 4.6760 -7.1704
H 1.2357 5.7621 -3.9033
H 1.9974 4.4203 -1.9751
H 2.0148 1.9498 -2.1242
H 1.4657 0.1881 -5.1533
H 3.2567 -1.0370 -4.0131
H 3.5575 -2.9804 -2.4920
H 1.9282 -3.4573 -0.7271
H -0.2079 -2.2340 -0.8165
H -0.5201 1.1214 -6.0298
H 0.9311 1.4875 -6.9678
H -0.4338 2.5868 -7.0206
C 2.1262 0.2540 -0.2402
C 0.7854 -0.2926 -0.6359
O -0.2298 0.1909 0.2045
H 2.8644 0.1506 -1.0319
H 2.4846 -0.2898 0.6354
H 2.0204 1.3047 0.0283
C 0.8810 -3.6090 7.5563
C 1.9233 -3.8844 6.4637
C 2.9539 -2.7469 6.4473
C 2.6508 -5.1825 6.8133
C 1.2265 -3.9565 5.1037
C 1.2735 -5.0924 4.2971
C 0.6402 -5.1597 3.0522
C -0.0414 -4.0433 2.6419
O -0.7319 -3.8269 1.4685
B -1.2173 -2.5208 1.5389
O -0.8466 -1.9554 2.7784
C -0.0998 -2.9084 3.4323
C 0.5154 -2.8328 4.6549
H 1.3657 -3.5528 8.5335
H 0.1353 -4.4053 7.5880
H 0.3586 -2.6670 7.3867
H 3.4592 -2.6825 7.4135
H 2.4853 -1.7822 6.2496
H 3.7073 -2.9194 5.6765
H 3.1255 -5.0770 7.7904
H 3.4320 -5.4157 6.0876
H 1.9641 -6.0289 6.8672
H 1.8162 -5.9638 4.6324
H 0.6868 -6.0506 2.4412
H 0.4440 -1.9281 5.2437
*
```



[2]
Molecular formula: C37H35BaCl2N3PS
Method: DFT, ωB97M-V/def2-TZVPD

Results
HOMO-LUMO gap = 6.76 eV
Electronic energy = -3280.6922 Eh

The geometry in ORCA input format:
```
! wB97M-V def2-TZVPD RIJCOSX def2/J DEFGRID3
* xyz -1 1
Ba -0.0151 -0.3958 -1.2498
C -4.5805 -1.4878 1.1877
C -4.3302 -0.9712 -0.0726
C -3.5066 0.1390 -0.2269
C -2.8971 0.7299 0.8775
C -3.1399 0.1849 2.1412
C -3.9853 -0.9002 2.2980
P -1.6713 2.0991 0.7454
C -2.4047 3.3134 1.9125
C -1.5471 4.1712 2.5969
C -2.0436 5.1447 3.4540
C -3.4116 5.2665 3.6433
C -4.2786 4.4174 2.9672
C -3.7788 3.4522 2.1069
C -1.9777 2.7875 -0.9092
C -2.6571 3.9811 -1.1496
C -2.8438 4.3951 -2.4607
C -2.3580 3.6074 -3.4970
C -1.6709 2.4286 -3.2208
C -1.4301 1.9680 -1.9164
H -5.2149 -2.3577 1.3034
H -4.7599 -1.4359 -0.9512
H -3.3263 0.5398 -1.2171
H -2.6657 0.6209 3.0148
H -4.1656 -1.3030 3.2875
H -0.4770 4.0722 2.4530
H -1.3602 5.8033 3.9757
H -3.8029 6.0197 4.3161
H -5.3485 4.5113 3.1070
H -4.4596 2.7958 1.5785
H -3.0401 4.5843 -0.3329
H -3.3680 5.3206 -2.6701
H -2.5087 3.9238 -4.5246
H -1.3003 1.8586 -4.0714
Cl -1.2436 -2.6611 0.8193
C -2.2776 -3.8519 0.0629
C -2.9507 -4.6947 0.9279
C -3.7951 -5.6674 0.4182
C -3.9435 -5.7715 -0.9562
C -3.2570 -4.9142 -1.7969
Cl -3.5140 -5.1223 -3.5051
C -2.3830 -3.9005 -1.3436
S -1.5574 -2.8426 -2.4327
H -2.8086 -4.5757 1.9934
H -4.3294 -6.3343 1.0815
H -4.5936 -6.5175 -1.3922
C 6.0890 -0.3056 0.5470
C 5.2937 -1.1910 1.4989
N 3.9125 -0.7518 1.6529
C 3.6821 0.3268 2.6007
C 3.0803 -0.1586 3.9146
C 2.9102 -1.1762 0.8310
C 3.2453 -2.2503 -0.1626
N 1.7007 -0.7248 0.8601
H 7.1147 -0.6647 0.4504
H 6.1244 0.7241 0.9069
H 5.6335 -0.2981 -0.4442
H 5.7496 -1.1913 2.4924
H 5.3114 -2.2241 1.1598
H 3.0514 1.0922 2.1399
H 4.6429 0.8088 2.7873
H 2.1183 -0.6461 3.7550
H 2.9308 0.6756 4.6014
H 3.7431 -0.8814 4.3929
H 3.5178 -3.1673 0.3638
H 4.0640 -1.9640 -0.8224
H 2.3807 -2.4514 -0.7870
H 1.5596 -0.0747 1.6290
N 6.9865 -0.6907 -5.6955
C 6.0055 -0.6216 -5.0957
C 4.7921 -0.5393 -4.3398
C 4.6310 0.4579 -3.3761
C 3.4478 0.5182 -2.6527
C 2.3785 -0.3845 -2.8106
C 2.6047 -1.3728 -3.7888
C 3.7603 -1.4547 -4.5539
H 5.4278 1.1760 -3.2148
H 3.3666 1.3251 -1.9234
H 1.8414 -2.1254 -3.9826
H 3.8813 -2.2251 -5.3071
*
```



[3]
Molecular formula: C37H35BrClF4IN2OPRuSi
Method: DFT, ωB97M-V/def2-TZVPD

Results
HOMO-LUMO gap = 4.31 eV
Electronic energy = -6072.4247 Eh

The geometry in ORCA input format:
```
! wB97M-V def2-TZVPD RIJCOSX def2/J DEFGRID3
* xyz 1 1
Ru -0.1317 -0.9036 0.1542
F -3.2938 -1.6437 -4.4249
C -2.7789 -0.8753 -3.4648
C -3.3031 0.3980 -3.2417
F -4.3239 0.8330 -3.9821
C -2.7299 1.1945 -2.2530
F -3.1603 2.4437 -2.0343
C -1.7029 0.6813 -1.4797
P -0.7465 1.4184 -0.1242
C -1.8802 2.1854 1.0647
C -3.2233 1.8249 1.1342
C -4.0394 2.3995 2.0928
C -3.5283 3.3386 2.9739
C -2.1864 3.6855 2.9199
C -1.3591 3.1004 1.9804
C 0.0740 2.7941 -0.9971
C -0.4170 4.0930 -0.9240
C 0.1572 5.0857 -1.6998
C 1.2143 4.7912 -2.5453
C 1.7054 3.4966 -2.6132
C 1.1381 2.4989 -1.8441
C -1.1458 -0.5984 -1.6736
Br -0.1067 -3.3285 -0.0999
C -1.7095 -1.3484 -2.7035
F -1.1994 -2.5501 -3.0251
H -3.6336 1.1129 0.4324
H -5.0805 2.1185 2.1413
H -4.1737 3.7916 3.7102
H -1.7928 4.4174 3.6088
H -0.3106 3.3674 1.9360
H -1.2421 4.3383 -0.2743
H -0.2271 6.0927 -1.6495
H 1.6585 5.5672 -3.1499
H 2.5283 3.2650 -3.2718
H 1.5118 1.4841 -1.8884
Cl -5.0044 -1.8191 5.2882
C -3.4662 -1.6559 4.5066
C -2.3997 -1.6454 5.4318
C -1.0402 -1.4681 5.2395
I 0.3066 -1.5875 6.8461
C -0.5141 -1.1779 3.9932
O 0.7050 -0.9675 3.4053
C -2.3928 -1.2954 2.2609
N -2.4046 -1.2153 0.9410
C -3.5436 -1.4704 0.2890
C -4.7032 -1.7986 0.9772
C -4.6978 -1.8520 2.3524
C -3.5087 -1.6007 3.0856
H -2.7085 -1.8206 6.4521
H -3.5084 -1.4518 -0.7885
H -5.6042 -2.0127 0.4240
H -5.5950 -2.1266 2.8798
C 2.8383 1.1084 0.5770
Si 2.2389 -0.6528 0.0345
C 3.6877 -1.8622 0.6522
C 3.9781 -1.5499 2.1242
C 3.3286 -3.3433 0.5399
C 4.9497 -1.5847 -0.1663
C 2.5421 -1.3430 -3.4507
C 2.3355 -2.7859 -3.2344
C 3.9024 -0.7945 -3.6384
C 1.3911 -0.5390 -3.9172
H 3.4866 1.5648 -0.1663
H 3.3836 1.0717 1.5163
H 1.9901 1.7758 0.7260
H 3.0809 -1.5955 2.7349
H 4.4318 -0.5716 2.2425
H 4.6823 -2.2851 2.5093
H 2.5714 -3.6220 1.2677
H 4.2131 -3.9477 0.7369
H 2.9565 -3.6096 -0.4444
H 5.1575 -0.5212 -0.2327
H 4.8565 -1.9877 -1.1685
H 5.8035 -2.0624 0.3104
H 3.1976 -3.2632 -2.7776
H 2.1607 -3.2763 -4.1986
H 1.4427 -2.9845 -2.6428
H 4.6713 -1.4747 -3.2873
H 4.0211 0.1734 -3.1516
H 4.0741 -0.6204 -4.7064
H 0.6453 -0.4234 -3.1265
H 0.8798 -1.0597 -4.7312
H 1.6900 0.4471 -4.2630
N -1.1489 -1.0823 2.7878
C 0.0789 -0.9026 2.1754
*
```



[4]
Molecular formula: C37H35CaN6O3P2S
Method: DFT, ωB97M-V/def2-TZVPD

Results
HOMO-LUMO gap = 6.07 eV
Electronic energy = -3743.5292 Eh

The geometry in ORCA input format:
```
! wB97M-V def2-TZVPD RIJCOSX def2/J DEFGRID3
* xyz 1 1
Ca -0.1396 -0.4336 -0.2015
C 0.8474 1.9927 2.8427
N 0.3567 0.5851 2.8638
P 1.3985 -0.6225 2.1135
C 2.9755 0.2132 1.9225
C 3.8384 0.4577 2.9922
C 4.9680 1.2341 2.8065
C 5.2500 1.7778 1.5577
C 4.4113 1.5246 0.4833
C 3.2850 0.7376 0.6669
C 1.6118 -1.8772 3.3915
C 1.5885 -1.5474 4.7448
C 1.7987 -2.5276 5.7012
C 2.0238 -3.8417 5.3092
C 2.0410 -4.1761 3.9628
C 1.8340 -3.1943 3.0036
P -1.2653 0.3987 2.2399
C -1.6666 -1.2981 2.7632
C -1.6531 -1.6956 4.0998
C -1.9037 -3.0127 4.4410
C -2.1749 -3.9536 3.4533
C -2.2068 -3.5730 2.1213
C -1.9558 -2.2492 1.7851
C -2.2712 1.4947 3.2493
C -3.4104 2.0505 2.6746
C -4.2457 2.8619 3.4300
C -3.9336 3.1299 4.7540
C -2.7892 2.5881 5.3282
C -1.9593 1.7697 4.5814
H 1.6845 2.0981 3.5268
H 0.0504 2.6525 3.1766
H 1.1857 2.3221 1.8571
H 3.6245 0.0460 3.9715
H 5.6255 1.4385 3.6405
H 6.1091 2.4193 1.4297
H 4.6287 1.9540 -0.4857
H 2.6380 0.5474 -0.1877
H 1.3967 -0.5236 5.0436
H 1.7896 -2.2681 6.7518
H 2.1878 -4.6064 6.0572
H 2.2171 -5.1993 3.6584
H 1.8476 -3.4611 1.9524
H -1.4364 -0.9739 4.8768
H -1.8849 -3.3114 5.4807
H -2.3662 -4.9830 3.7262
H -2.4277 -4.2994 1.3507
H -2.0129 -1.9836 0.7278
H -3.6491 1.8538 1.6356
H -5.1302 3.2929 2.9809
H -4.5767 3.7727 5.3403
H -2.5417 2.8112 6.3574
H -1.0563 1.3648 5.0226
C -1.7143 -2.0153 -5.1529
N -1.9869 -2.6248 -3.8439
C -3.0262 -3.6604 -3.7538
C -1.3336 -2.2515 -2.7894
N -0.7291 -1.9294 -1.8484
H -1.4297 -2.7954 -5.8570
H -0.9010 -1.3014 -5.0602
H -2.6081 -1.5047 -5.5084
H -2.7369 -4.5159 -4.3621
H -3.9695 -3.2530 -4.1139
H -3.1384 -3.9727 -2.7197
O 3.2848 6.3125 1.6741
S 4.5929 6.2319 1.0540
O 5.3694 7.4418 1.0396
O 5.3302 5.0167 1.3784
C 4.1947 5.8986 -0.6855
N 4.9091 6.4289 -1.6797
C 4.6193 6.0283 -2.9102
C 3.6439 5.0797 -3.1996
C 2.9490 4.6207 -2.0972
N 3.1960 5.0319 -0.8676
C 1.9026 3.5531 -2.0864
C 0.9356 3.6287 -1.0855
C 0.1584 2.5288 -0.8241
N 0.2880 1.3727 -1.5036
C 1.1433 1.3399 -2.5341
C 1.9418 2.4152 -2.8809
H 5.1994 6.4770 -3.7102
H 3.4367 4.7664 -4.2133
H 0.8779 4.5139 -0.4668
H -0.5700 2.5463 -0.0193
H 1.2198 0.4004 -3.0715
H 2.6561 2.3178 -3.6880
*
```



[5]
Molecular formula: C37H35ClN2S2Si2Zn
Method: DFT, ωB97M-V/def2-TZVPD

Results
HOMO-LUMO gap (spin up / spin down) = 5.30 / 5.29 eV
Electronic energy = -5155.0855 Eh

The geometry in ORCA input format:
```
! wB97M-V def2-TZVPD RIJCOSX def2/J DEFGRID3
* xyz 0 1
C -2.3639 4.5667 2.0495
C -1.5211 3.6068 2.6624
C -0.6338 3.1142 1.6769
H -1.5268 3.3302 3.6997
C -0.9188 3.7807 0.4648
C -1.9931 4.6601 0.6936
H -2.4474 5.3143 -0.0265
H -3.1394 5.1191 2.5397
H 0.1327 2.3789 1.8466
H -0.3832 3.6506 -0.4618
Zn -2.7311 -0.0264 1.5137
Si 1.8792 -2.3355 -0.2317
C 2.4448 -4.1592 0.2439
C 2.1369 -5.2319 -0.5936
H 1.8614 -5.0306 -1.6333
C 2.1792 -6.5680 -0.1411
H 1.8677 -7.4012 -0.7948
C 2.6071 -6.8224 1.1832
H 2.5983 -7.8573 1.5567
C 3.0842 -5.7584 1.9647
H 3.4889 -5.9972 2.9646
C 2.9998 -4.4440 1.4942
H 3.3676 -3.6209 2.0968
C 2.8259 -2.5483 -1.9651
C 4.1814 -2.9969 -1.9769
H 4.6835 -3.2201 -1.0225
C 4.9144 -3.1917 -3.1649
H 5.9603 -3.5532 -3.1215
C 4.3361 -2.8823 -4.4021
H 4.9081 -2.9992 -5.3374
C 3.0161 -2.3875 -4.4306
H 2.5714 -2.0864 -5.4013
C 2.2841 -2.2324 -3.2236
H 1.2270 -1.7850 -3.3111
H 2.7741 -1.4215 0.4887
Si 0.0690 0.0277 -2.8332
C 0.9661 1.6744 -2.9847
C 2.1797 1.9761 -2.2817
H 2.8228 1.1634 -1.8798
C 2.6228 3.3141 -2.1064
H 3.5393 3.5088 -1.4980
C 1.9269 4.3670 -2.7368
H 2.2303 5.4284 -2.5325
C 0.8844 4.0557 -3.6354
H 0.3690 4.8594 -4.1948
C 0.5379 2.7207 -3.8622
H -0.0552 2.4627 -4.7639
C 0.2078 -0.6140 -1.0035
C 0.7420 0.2573 -0.0516
H 1.0152 1.2902 -0.3393
C 0.9256 -0.0620 1.3030
H 1.2461 0.7171 2.0125
C 0.5356 -1.2860 1.8569
H 0.4250 -1.4010 2.9495
C 0.1498 -2.3055 1.0024
H -0.3411 -3.2143 1.3950
C 0.1125 -2.0048 -0.4352
H -0.4783 -2.7673 -0.9695
H -1.2093 0.1499 -3.4887
Cl -2.9459 -2.0762 0.9734
C -2.4500 -0.0333 4.9576
C -3.3180 1.0513 4.4830
N -3.7715 1.0866 3.2569
C -4.4838 2.2739 3.0443
C -4.4093 3.1851 4.1033
S -3.5723 2.5248 5.4365
C -4.7704 2.4880 1.6753
C -5.1855 3.6129 0.9611
S -4.8455 3.4722 -0.7340
C -4.1446 1.8906 -0.3999
N -4.1610 1.5298 0.8613
C -3.3979 1.0783 -1.3762
H -2.6734 -0.1925 6.0541
H -2.6058 -0.9253 4.3376
H -1.4121 0.3368 4.8778
H -4.7341 4.2131 4.0403
H -5.5756 4.5179 1.4093
H -3.8401 1.2754 -2.3715
H -2.3368 1.4087 -1.3411
H -3.4619 -0.0002 -1.0710
*
```



The calculation returns the following relative energy (zero: lowest compared OMol25 entry of this formula, charge and spin) values, one per record and in order: 0.7790 0.2137 5.8066 0.0000 7.4874 eV.